[1]
ORCA calculation (wB97M-V/def2-TZVPD) on C8H10N4OS3Sn as an isolated structure in a non-equilibrium geometry.

Values from the calculation:
net charge: +2
frontier orbital gap: 0.258 hartree
energy above the lowest of the compared OMol25 structures with the same formula, charge and spin: 0.000 eV
E: -2013.40342 hartree
highest occupied orbital energy: -15.8 eV
strongest force on any atom: 0.0330 hartree/bohr

CARTESIAN COORDINATES (ANGSTROEM)
Sn 1.1124 1.6264 0.1374
O 0.5275 -0.2849 -0.4732
N 1.3045 -0.9710 -1.3225
C 0.7702 -2.0600 -1.9108
C 1.5118 -2.8064 -2.7879
C 2.8113 -2.4061 -3.0917
C 3.3271 -1.2710 -2.4984
C 2.5590 -0.5634 -1.5832
S 3.2392 0.8060 -0.7456
H -0.2519 -2.2762 -1.6405
H 1.0730 -3.6844 -3.2382
H 3.4118 -2.9685 -3.7932
H 4.3277 -0.9247 -2.7176
C -3.1567 -0.3285 2.7758
N -1.7219 -0.1245 2.5761
C -1.1489 1.0510 2.5052
N -1.8383 2.1706 2.5603
S 0.6225 1.0932 2.4766
H -3.3487 -1.3931 2.8555
H -3.7213 0.0675 1.9309
H -3.4874 0.1510 3.6982
H -1.1170 -0.9306 2.5306
H -2.8442 2.1767 2.6531
H -1.3596 3.0564 2.5856
S -1.2654 4.6471 -2.0527
C -0.8064 3.5194 -1.1129
N -0.5306 2.6279 -0.3169


[2]
ORCA calculation (wB97M-V/def2-TZVPD) on an isolated ion of composition C8H10NO2S and charge +1.

Values from the calculation:
net charge: +1
frontier orbital gap: 0.308 hartree
energy above the lowest of the compared OMol25 structures with the same formula, charge and spin: 0.000 eV
E: -913.99719 hartree
highest occupied orbital energy: -12.4 eV
strongest force on any atom: 0.0178 hartree/bohr

CARTESIAN COORDINATES (ANGSTROEM)
C 2.6255 0.6288 -0.5372
C 2.8976 -0.7220 -0.4001
C 1.3937 1.1356 -0.1601
C 1.9392 -1.5903 0.0978
C 0.4232 0.2772 0.3243
C 0.6969 -1.0884 0.4451
C -0.9748 0.6529 0.7324
C -1.9564 -0.3084 0.0901
N -1.5536 1.8423 0.1664
O -0.3558 -1.8556 0.8730
O -3.0268 -0.5848 0.7369
S -1.7060 -0.6560 -1.5629
H 3.3706 1.2908 -0.9433
H 3.8608 -1.1072 -0.6912
H 1.2074 2.1963 -0.2444
H 2.1593 -2.6412 0.2111
H -1.0856 0.5988 1.8213
H -0.9644 2.3251 -0.4966
H -2.0018 2.4624 0.8213
H -0.0874 -2.7812 0.9623
H -3.7529 -1.0324 0.2647
H -2.9187 -1.1846 -1.8190


[3]
ORCA calculation (wB97M-V/def2-TZVPD) on an isolated ion of composition C8H10NO3 and charge -1 in a non-equilibrium geometry.

Values from the calculation:
net charge: -1
spin multiplicity: 3
frontier orbital gap (spin up / spin down): 0.113 / 0.313 hartree
energy above the lowest of the compared OMol25 structures with the same formula, charge and spin: 0.526 eV
E: -591.18899 hartree
highest occupied orbital energy (spin up / spin down): 0.5 / -5.2 eV
strongest force on any atom: 0.1274 hartree/bohr

CARTESIAN COORDINATES (ANGSTROEM)
C 0.2735 1.0744 2.3195
C -0.8679 1.7526 2.2138
C 0.4949 -0.0535 1.3038
C -1.8444 -0.1149 0.9361
C -1.8973 1.2393 1.3494
C 0.7694 0.3253 -1.1291
C 1.0323 -2.0050 -1.8762
C 0.0587 -0.8708 -1.8026
N 0.9789 0.5692 0.0753
O -0.5846 -0.7939 1.1772
O -2.7000 -0.7311 0.2509
O 1.3379 1.1460 -2.0146
H 1.0916 1.6383 2.8827
H -1.0774 2.6816 2.8324
H 1.3258 -0.7127 1.6405
H -2.8194 1.7550 1.2396
H 0.9670 -2.5712 -0.9073
H 1.9691 -1.6323 -2.1981
H 0.6465 -2.8707 -2.6354
H -0.9537 -1.0017 -1.3473
H -0.2424 -0.4430 -2.8371
H 2.0414 1.6191 -1.4736


[4]
ORCA calculation (wB97M-V/def2-TZVPD) on a 2-piece molecular cluster, C8H10NO3S overall in a non-equilibrium geometry.

Values from the calculation:
net charge: -1
frontier orbital gap (spin up / spin down): 0.303 / 0.142 hartree
energy above the lowest of the compared OMol25 structures with the same formula, charge and spin: 2.166 eV
E: -989.44304 hartree
highest occupied orbital energy (spin up / spin down): -5.2 / -2.6 eV
strongest force on any atom: 0.0765 hartree/bohr

CARTESIAN COORDINATES (ANGSTROEM)
C 3.0119 2.1355 -0.3721
C 2.9265 0.9259 -0.9978
C 1.9495 2.4521 0.5345
C 1.9451 0.0153 -0.7039
C 0.9857 1.5657 0.8166
C 0.8660 0.2613 0.1989
C -1.4810 -2.3907 0.4824
C -0.2314 -1.7380 -0.1430
N -0.0672 -0.5320 0.5674
O -4.7500 -0.9625 0.4934
O -3.8365 1.3410 0.9168
O -3.7868 0.3725 -1.3994
S -3.8732 0.1765 0.0391
H 3.9311 2.8749 -0.4798
H 3.7578 0.5844 -1.6544
H 1.9282 3.4057 0.9210
H 1.8127 -0.7690 -1.3872
H 0.2923 1.9352 1.5112
H -1.6286 -2.1318 1.5182
H -2.3721 -2.0055 -0.1192
H -1.4434 -3.4612 0.3383
H 0.4526 -2.5062 0.0862
H -0.3891 -1.5493 -1.1673


[5]
ORCA calculation (wB97M-V/def2-TZVPD) on one molecule with the formula C8H10O in a non-equilibrium geometry.

Values from the calculation:
net charge: 0
SMILES string: CCc1ccc(O)cc1
frontier orbital gap: 0.340 hartree
energy above the lowest of the compared OMol25 structures with the same formula, charge and spin: 0.985 eV
E: -386.03760 hartree
highest occupied orbital energy: -8.3 eV
strongest force on any atom: 0.0759 hartree/bohr

CARTESIAN COORDINATES (ANGSTROEM)
C -0.7894 0.4809 2.4817
C -1.4073 -0.2127 1.3148
C -0.5202 -0.1755 0.1614
C -0.8489 0.6179 -0.9770
C 0.1037 0.4983 -2.0368
C 1.3032 -0.2104 -1.9071
O 2.1792 -0.2108 -2.9682
C 1.6257 -0.8518 -0.7510
C 0.7152 -0.8892 0.3319
H -1.5889 0.5500 3.2885
H -0.5353 1.5455 2.3846
H 0.1206 0.0176 2.8486
H -1.6979 -1.1692 1.6823
H -2.2143 0.3925 1.1085
H -1.7872 1.1673 -0.9735
H -0.2213 0.9358 -2.9124
H 2.0092 0.5047 -3.5545
H 2.5974 -1.3422 -0.7257
H 0.9564 -1.6487 1.2038


[6]
ORCA calculation (wB97M-V/def2-TZVPD) on one molecule with the formula C8H10O in a non-equilibrium geometry.

Values from the calculation:
net charge: 0
SMILES string: C1[C@@H]2[C@@H]3C[C@@H]4[C@H]1[C@H]2O[C@@H]43
frontier orbital gap: 0.382 hartree
energy above the lowest of the compared OMol25 structures with the same formula, charge and spin: 3.450 eV
E: -385.94700 hartree
highest occupied orbital energy: -9.4 eV
strongest force on any atom: 0.0695 hartree/bohr

CARTESIAN COORDINATES (ANGSTROEM)
C -1.3926 -1.2168 -0.0427
C -0.5643 -0.3985 -1.0907
C 0.9200 -0.3019 -0.8905
C 1.3123 -1.2273 0.1773
C 0.5773 -0.1158 1.1288
C -0.9878 -0.0209 0.9217
C -1.0406 0.9825 -0.1974
O 0.0821 1.7337 -0.0986
C 1.0823 0.8189 0.0575
H -2.5211 -1.3454 -0.1653
H -1.0324 -2.1667 0.3778
H -0.8395 -0.4851 -2.1560
H 1.4957 -0.4770 -1.8078
H 0.9317 -2.2213 0.1993
H 2.3642 -1.3984 0.2819
H 0.8236 0.0292 2.2448
H -1.4299 0.0668 1.9174
H -1.9064 1.5738 -0.3496
H 2.0167 1.4345 -0.1372


[7]
ORCA calculation (wB97M-V/def2-TZVPD) on C8H10O5Zn as an isolated structure in a non-equilibrium geometry.

Values from the calculation:
net charge: +2
frontier orbital gap: 0.325 hartree
energy above the lowest of the compared OMol25 structures with the same formula, charge and spin: 0.289 eV
E: -2465.67112 hartree
highest occupied orbital energy: -18.1 eV
strongest force on any atom: 0.1191 hartree/bohr

CARTESIAN COORDINATES (ANGSTROEM)
Zn 0.6054 -0.8205 -1.7296
O 0.4422 2.1236 -3.0834
C 0.6248 1.0337 -2.7639
C 2.1759 -1.8613 -0.8225
O 2.9750 -2.5950 -0.4248
C -1.4692 -2.0130 -0.8356
O -2.3764 -2.5813 -0.4322
C 0.3244 -1.9926 -3.3898
O 0.3001 -2.8878 -4.1129
C -1.9186 1.3713 1.1624
C -1.0086 1.2755 -0.0528
O 0.0777 0.2877 0.0583
C 0.4457 -0.2285 1.4083
C 1.5617 0.5941 2.0353
H -2.3892 0.4009 1.3554
H -2.7047 2.0876 0.8952
H -1.3923 1.7702 2.0391
H -1.5695 0.9463 -0.9545
H -0.5181 2.2448 -0.2884
H -0.4614 -0.2204 2.0413
H 0.7410 -1.2766 1.2190
H 1.2739 1.6446 2.2115
H 1.7760 0.1715 3.0236
H 2.4840 0.5250 1.4410


[8]
ORCA calculation (wB97M-V/def2-TZVPD) on C8H10O6PRe as an isolated structure in a non-equilibrium geometry.

Values from the calculation:
net charge: +3
spin multiplicity: 4
frontier orbital gap (spin up / spin down): 0.284 / 0.213 hartree
energy above the lowest of the compared OMol25 structures with the same formula, charge and spin: 1.124 eV
E: -1180.58216 hartree
highest occupied orbital energy (spin up / spin down): -20.3 / -22.5 eV
strongest force on any atom: 0.1663 hartree/bohr

CARTESIAN COORDINATES (ANGSTROEM)
O -1.5707 -2.7259 -1.7056
C -1.1038 -1.6715 -1.8483
Re 0.2988 0.2346 -2.2445
O 2.6109 -1.5752 -1.1831
C 1.7277 -0.9153 -1.5361
C 1.6099 1.6508 -2.2436
O 2.3990 2.4956 -2.3015
C -0.6018 1.6804 -3.4389
O -1.3733 2.3713 -3.9345
C 0.6830 -0.4835 -3.9627
O 0.9902 -0.8665 -5.0309
H -1.2054 -0.5521 -1.2849
C 0.6937 1.1011 2.9776
P -0.2141 0.2381 1.6648
C 0.2498 -1.5409 1.8081
C -1.9779 0.3471 2.1747
O 0.0210 0.8905 0.3017
H 0.0617 1.9472 3.3064
H 1.6039 1.4758 2.4811
H 0.9107 0.3786 3.7893
H 0.1485 -1.8398 2.8612
H -0.4095 -2.1425 1.1719
H 1.2883 -1.6353 1.4714
H -2.3018 1.2723 1.6789
H -2.4790 -0.5351 1.7513
H -2.0598 0.4003 3.2764